18
Properties=species:S:1:pos:R:3:lowdin_charge:R:1 method="wB97M-V/def2-TZVPD" de_lowest_kcal_mol=93.8 homo_lumo_gap_ev=9.62 charge=+1 homo_energy_ev=-13.02
C 0.68 -0.51 1.18 -0.004
H 2.29 -1.54 0.08 0.148
C -0.81 0.93 0.15 -0.131
H -0.52 2.75 1.02 0.074
H -1.13 -1.61 -1.62 0.134
H -0.07 0.49 -1.74 0.142
C -0.96 -1.13 -0.66 -0.157
H -1.90 -1.34 0.03 0.195
H -0.54 2.87 -0.60 0.105
H 0.92 2.00 0.02 0.100
N 1.53 -0.93 0.07 0.115
H 0.11 -2.58 0.40 0.143
C -0.14 2.24 0.20 -0.039
H -1.62 0.69 0.82 0.146
H 1.06 -0.77 2.14 0.095
H 1.61 -0.26 -0.67 0.145
C 0.15 -1.54 0.21 -0.219
N -0.67 0.23 -1.01 0.008



18
Properties=species:S:1:pos:R:3:lowdin_charge:R:1 method="wB97M-V/def2-TZVPD" smiles="C=N/C=C/CC[NH3+]" de_lowest_kcal_mol=63.9 homo_lumo_gap_ev=8.19 charge=+1 homo_energy_ev=-11.76
H -0.15 1.03 1.72 0.102
C 0.56 3.63 0.17 0.042
N 0.57 2.35 0.18 -0.019
C -0.23 -2.17 -0.22 -0.163
H -0.26 -2.99 0.47 0.113
H -1.54 -0.93 1.23 0.158
H -2.13 -1.05 -0.43 0.113
H -0.83 0.66 -1.26 0.102
H 1.32 4.23 -0.31 0.086
C -1.17 -0.97 0.10 -0.213
H -0.67 -2.53 -1.21 0.153
H 1.36 -1.21 0.40 0.168
C -0.64 0.39 -0.23 -0.148
H 1.35 -1.22 -1.23 0.170
H 1.70 -2.77 -0.33 0.211
N 1.20 -1.83 -0.42 0.171
H -0.27 4.07 0.67 0.075
C -0.15 1.31 0.71 -0.121



18
Properties=species:S:1:pos:R:3:lowdin_charge:R:1 method="wB97M-V/def2-TZVPD" de_lowest_kcal_mol=82.7 homo_lumo_gap_ev=8.19 charge=+1 homo_energy_ev=-13.03
N -0.43 -0.40 0.35 0.125
H 1.56 -1.62 -0.86 0.095
H -1.99 0.69 -1.42 0.112
H -2.34 -1.25 0.75 0.124
C 2.29 -1.03 -0.29 -0.060
C 0.33 0.58 -0.33 -0.255
C -1.73 -0.54 0.34 0.017
C -2.51 0.45 -0.45 -0.020
H -2.86 1.31 0.27 0.171
H -0.29 1.20 -1.00 0.146
C 1.35 1.32 0.50 -0.002
H 2.35 -1.16 0.84 0.106
H 3.37 -0.94 -0.70 0.130
H 1.70 2.26 0.30 0.095
H -3.45 0.14 -0.65 0.046
H 1.52 1.00 1.48 0.105
H 0.19 -1.08 0.90 0.202
N 1.73 0.28 -0.43 -0.137



Looking at strongest force on any atom for the records above, in order, we have 5.00, 4.91, 4.95 eV Å⁻¹.